# 1
A single CH7N2O2P molecule at a distorted geometry, computed with ωB97M-V with the def2-TZVPD basis set.

```
13
Properties=species:S:1:pos:R:3:forces:R:3:lowdin_charge:R:1
C 0.540098 1.130491 -0.408118 -1.605 -0.483 -0.861 -0.17
P 0.440351 -0.601628 0.169367 1.021 0.648 -1.777 0.52
O 0.924753 -0.463614 1.707797 0.169 -1.475 -0.893 -0.15
O 1.714441 -1.444121 -0.367835 -1.910 -0.718 0.476 -0.18
N -0.777000 -1.413077 -0.444183 0.289 0.291 0.958 -0.28
N -2.074221 -0.768877 -0.465561 1.980 1.335 1.540 -0.09
H 0.135849 1.163630 -1.466030 0.508 -0.171 1.184 0.07
H -0.283835 1.583054 0.209625 1.059 0.285 -0.482 0.05
H 1.526127 1.610214 -0.403061 -0.427 -0.132 0.543 0.05
H 0.526528 0.233803 2.180146 -0.848 1.317 0.971 0.04
H 1.173002 -2.279015 -0.489901 1.218 0.343 -0.472 0.08
H -2.488406 -0.879625 -1.331737 -0.666 -0.487 -2.086 0.02
H -2.656760 -1.174032 0.213485 -0.789 -0.753 0.899 0.03
```
Positions in Å, forces in eV/Å.

Output
multiplicity = 1
SMILES = CP(O)(O)=NN
total charge = 0



# 2
2 unconnected molecules or ions with the total composition CH7N2S at a distorted geometry, computed with ωB97M-V with the def2-TZVPD basis set.

```
11
Properties=species:S:1:pos:R:3:forces:R:3:lowdin_charge:R:1
S 0.349057 -3.371568 0.518814 -0.188 -0.367 0.287 -0.33
H 0.641784 -2.206244 -0.029337 0.314 0.347 -0.185 -0.56
N -0.262971 -0.040876 -1.172531 0.355 -0.484 0.666 -0.02
C -0.476960 1.079433 -0.257200 0.377 0.608 -0.650 -0.40
N 0.245266 1.098135 0.987408 -1.538 -0.091 1.453 -0.01
H -0.481263 -0.862044 -0.588832 -0.481 0.041 -0.548 -0.01
H 0.731572 -0.242876 -1.302733 -0.054 0.619 -0.196 0.05
H -1.552320 1.070301 -0.075891 0.037 -0.019 0.488 0.10
H -0.311168 2.076727 -0.695034 0.209 -0.488 -0.580 0.09
H 1.233228 1.014658 1.005737 0.814 -0.083 -0.716 0.04
H -0.116225 0.384355 1.609599 0.155 -0.085 -0.020 0.06
```
Positions in Å, forces in eV/Å.

Output
multiplicity = 1
total charge = -1



# 3
A molecular structure, CH7N2S3 at a distorted geometry, computed with ωB97M-V with the def2-TZVPD basis set.

```
13
Properties=species:S:1:pos:R:3:forces:R:3:lowdin_charge:R:1
C 1.210001 1.155387 -0.746768 -1.718 -2.330 3.136 -0.88
N 0.080802 -1.794481 0.476976 -0.843 -0.373 0.956 -0.42
N -0.624266 0.673181 -0.462277 0.156 4.775 -1.847 0.11
S 1.572555 1.894759 0.775643 0.182 3.611 -1.482 0.87
S 1.889622 -0.375705 -1.158100 0.905 -1.114 -0.468 0.61
S 1.759492 -1.520970 0.568182 -0.341 0.181 -0.623 0.59
H 1.145305 1.780453 -1.544904 -0.138 1.875 -2.291 0.02
H -0.255623 -2.687473 0.171836 0.607 -0.755 -0.904 0.05
H -0.420892 -1.731012 1.356335 0.503 0.559 0.569 0.06
H -1.296791 0.595419 -1.212391 0.246 -0.873 -0.698 0.13
H -1.000355 1.487261 0.022523 0.335 -0.102 0.500 0.11
H -0.549640 -0.098834 0.108915 -0.088 -2.505 1.284 -0.02
H 1.546224 0.801212 1.364228 0.193 -2.948 1.868 -0.23
```
Positions in Å, forces in eV/Å.

Output
multiplicity = 1
total charge = +1



# 4
2 unconnected molecules or ions with the total composition CH7N3 at a distorted geometry, computed with ωB97M-V with the def2-TZVPD basis set.

```
11
Properties=species:S:1:pos:R:3:forces:R:3:lowdin_charge:R:1
H 1.422183 -1.880410 -2.346810 -0.053 0.300 -0.068 0.03
N 1.043552 -1.256544 -1.639002 -0.019 -0.592 -0.022 0.05
C 0.827712 -0.080779 -2.043771 -0.034 0.877 0.252 -0.39
N 0.196308 0.811369 -1.205795 -0.631 -0.281 0.402 0.06
H 1.036500 0.332959 -3.030545 0.244 -0.104 -0.075 0.11
H 0.305841 1.799062 -1.092186 0.426 0.163 -0.836 0.08
H -0.174864 0.395947 -0.375904 0.067 -0.348 0.324 0.06
N -1.286245 -0.080014 2.884768 -0.833 -0.526 1.314 0.02
H -0.850502 -0.764889 3.488708 0.005 0.337 -0.297 0.01
H -1.624176 0.738181 3.383116 0.494 -0.263 -0.648 0.01
H -0.896307 -0.014883 1.977420 0.333 0.436 -0.346 -0.03
```
Positions in Å, forces in eV/Å.

Output
multiplicity = 1
SMILES = [H]/N=C/N.N
total charge = 0



Summary of molecular weight in g/mol
110.1 79.1 143.3 61.1
(order as listed above)
Summary of E_tot in eV
-17514.2611 -14966.7224 -36628.2978 -5620.4020
(order as listed above)
Summary of relative energy (zero: lowest compared OMol25 entry of this formula, charge and spin) in kcal/mol
43.5 10.7 14.2 11.6
(order as listed above)